Here is C5H4INO3 in the gas phase from OMol25. Energies are from the ωB97M-V functional and the def2-TZVPD basis.

CARTESIAN COORDINATES (ANGSTROEM)
H -0.126 1.811 -1.466
H 3.121 -0.104 0.760
C 1.817 1.154 -0.632
I -3.050 0.844 -0.235
O 1.025 -0.424 0.714
C 0.405 1.149 -0.737
O -1.788 -1.980 -1.033
N -1.656 -1.735 0.143
H 2.554 1.768 -1.305
C -1.367 -0.257 0.620
H -1.674 -0.115 1.700
C 2.116 0.240 0.346
C -0.023 0.184 0.126
O -1.356 -2.535 0.999

Computed properties:
- Frontier orbital gap: 9.08 eV
- SMILES: O=[N+]([O-])[C@H](I)c1ccco1
- E: -770.9427 hartree
- Energy above the lowest of the compared OMol25 structures with the same formula, charge and spin: 284.2 kJ/mol
- Max |F|: 0.058 Eh/bohr
- E_HOMO: -9.40 eV
- Net charge: 0

Löwdin atomic charges, in units of e: 0.122 0.153 -0.070 0.867 0.049 -0.057 0.038 -0.444 0.148 -0.495 0.096 -0.127 -0.358 0.078